Record 1
{"formula": "C3H12NO2", "method": "ωB97M-V/def2-TZVPD", "species": ["C", "C", "C", "N", "H", "H", "H", "H", "H", "H", "H", "H", "H", "H", "O", "H", "H", "O"], "positions_angstrom": [[-2.750088, -0.525236, -1.103042], [-1.538118, -0.068129, -0.371593], [-1.411612, 0.787576, 0.651861], [-0.340089, 0.101880, -1.334367], [-3.120172, 0.231459, -1.783303], [-2.581565, -1.498445, -1.562597], [-3.535129, -0.701235, -0.350816], [-0.463592, 0.944236, 1.140543], [-2.293584, 1.283190, 1.031131], [-0.030957, 1.048355, -1.517716], [-0.528114, -0.457731, -2.170212], [0.480043, -0.451067, -0.994051], [2.283015, -0.189648, 0.858471], [2.386524, -1.310809, -0.187504], [1.780738, -0.906629, 0.435338], [3.496640, 0.622659, 3.071049], [4.555121, 0.633928, 2.050477], [3.610940, 0.455647, 2.136331]], "atomic_forces_ev_per_a": [[-0.4912, -0.3417, 1.3570], [0.8063, 3.1471, -1.0107], [-0.7580, -1.1195, -0.1106], [0.6597, -3.5079, 0.4933], [0.0347, -0.0404, -0.4697], [-0.0032, 0.0956, -0.3406], [0.2067, 0.0999, -0.2986], [0.2835, 0.6504, -0.4110], [-0.1469, -0.6437, 0.7876], [-0.3507, 0.1500, -0.1290], [-0.3145, 0.8197, -0.4451], [0.0865, 0.7296, 0.8788], [0.2501, -0.2379, 0.2308], [0.4316, -0.2363, 0.1236], [-0.6338, 0.3670, -0.5777], [-0.5093, -0.0493, 0.4282], [0.0064, -0.0804, -0.4542], [0.4421, 0.1979, -0.0520]], "gap_ev": 10.45, "homo_energy_ev": -14.20, "relative_energy_kcal_mol": 39.58, "charge": 1}

Record 2
{"formula": "C6H8N2", "method": "ωB97M-V/def2-TZVPD", "species": ["C", "C", "C", "C", "C", "C", "H", "H", "H", "H", "H", "H", "H", "H", "N", "N"], "positions_angstrom": [[-2.013730, -1.451578, 0.678714], [-0.901780, -0.746819, 0.277883], [0.330144, -1.496248, 0.304090], [1.226529, 1.604379, -0.258652], [-0.131648, 1.742273, 0.409488], [-0.475383, 0.586490, -0.301551], [-2.945702, -1.028765, 0.378441], [-1.977701, -2.664030, 0.878337], [0.375327, -2.423195, 0.799631], [2.185890, 1.418839, 0.198380], [1.135237, 2.358837, -1.087706], [-0.781101, 2.420331, -0.030022], [-0.118421, 1.814067, 1.516820], [-1.319594, 0.761664, -0.975506], [1.347841, -0.896539, -0.316859], [0.829483, 0.312435, -0.874313]], "atomic_forces_ev_per_a": [[1.4076, -1.1154, -1.4896], [-0.4744, -2.5194, 1.8575], [2.7338, 2.5354, -1.7324], [0.5928, 0.8490, -2.2759], [1.8743, 2.0126, 4.0430], [-4.5635, -6.0822, -1.7245], [-0.9609, 0.0681, 0.5891], [0.0592, 3.5507, -0.3517], [0.5969, -1.1078, 0.2124], [0.1867, 1.0134, 0.6283], [1.4617, -0.5650, 0.6788], [-0.4469, 2.5799, -0.0162], [-0.3469, -0.4014, -0.6537], [0.4798, 0.3000, -0.8041], [-2.2380, -0.5048, 1.6548], [-0.3621, -0.6133, -0.6159]], "gap_ev": 8.71, "homo_energy_ev": -8.17, "relative_energy_kcal_mol": 104.10}

Record 3
{"formula": "C6H21NO6", "method": "ωB97M-V/def2-TZVPD", "species": ["C", "C", "C", "C", "C", "N", "C", "O", "H", "H", "H", "H", "H", "H", "H", "H", "H", "H", "H", "O", "H", "H", "O", "H", "H", "O", "H", "H", "O", "H", "H", "O", "H", "H"], "positions_angstrom": [[1.350686, -0.604369, -2.613533], [0.205752, -0.111831, -1.575254], [-0.561875, 1.192248, -1.941334], [0.126331, 2.289414, -1.225431], [0.426965, 1.655226, 0.192695], [0.841081, 0.284867, -0.256132], [1.442599, -0.658861, 0.457705], [1.471608, -1.797773, 0.110820], [1.505269, -1.566689, -2.236161], [0.906160, -0.577513, -3.681613], [2.167237, 0.140931, -2.670311], [-0.545983, -0.963299, -1.527384], [-0.526815, 1.306969, -3.053920], [-1.553546, 1.243177, -1.578284], [-0.568096, 3.097882, -1.125199], [1.067218, 2.526889, -1.807419], [-0.581882, 1.576814, 0.675694], [1.164035, 2.134333, 0.904923], [1.935385, -0.368421, 1.392237], [0.296531, 1.602029, 3.415689], [-0.162213, 2.236919, 3.858486], [-0.117815, 1.386222, 2.516692], [-3.206009, 2.189530, -0.358971], [-3.002764, 1.507968, -1.007882], [-2.477253, 2.072439, 0.250955], [-0.372246, -2.180045, 2.081170], [0.259443, -1.356869, 2.010753], [0.016581, -2.778056, 1.505803], [-1.601216, 0.324057, 1.754048], [-1.853737, 1.111459, 2.288872], [-1.490126, -0.459950, 2.231954], [0.640422, -3.890141, -1.318364], [1.229599, -3.278064, -1.908159], [0.966263, -3.539429, -0.491349]], "atomic_forces_ev_per_a": [[-2.9065, 3.1452, -0.9609], [-0.0621, 0.0759, -0.5699], [1.4339, -1.2462, -1.6808], [2.2876, 0.3648, 0.7357], [-0.0928, -0.1662, -1.3125], [-1.1472, 0.5896, -0.5106], [0.1306, 2.0431, 0.5380], [0.7502, -2.7373, -0.7169], [1.2616, -1.1726, -0.1154], [0.4986, -0.5014, 1.7585], [-0.0453, -0.8625, 0.5082], [1.1255, 0.8556, 0.5862], [-0.3578, 0.0949, 0.9171], [-0.8465, -0.8430, -0.1602], [0.1226, 0.9720, -0.0425], [-0.8975, 0.2716, 1.0179], [1.2937, 0.0736, -0.3700], [-0.6814, -0.4997, -1.1613], [-0.0170, 0.5893, 0.2510], [1.7850, -3.3983, -3.5438], [-2.1820, 2.8062, 1.6384], [0.7705, 0.6502, 2.2346], [-0.0485, 0.0609, -0.1457], [-0.5948, 0.0240, -0.0078], [0.0219, 0.0420, 0.3615], [0.3567, 4.4239, 2.0756], [-1.9203, -2.8140, 0.4546], [1.1270, -1.7728, -1.8295], [-0.7185, 3.0837, -1.3331], [-0.1679, -1.6812, 0.0202], [-0.1207, -1.9401, 1.6425], [1.7431, 1.5087, -2.1403], [-1.8016, -2.0282, 1.2290], [-0.1001, -0.0118, 0.6321]], "gap_ev": 10.10, "smiles": "C[C@@H]1CCCN1C=O.O.O.O.O.O", "homo_energy_ev": -9.93, "relative_energy_kcal_mol": 70.27}